1.
12
Properties=species:S:1:pos:R:3:forces:R:3:lowdin_charge:R:1 method="wB97M-V/def2-TZVPD" e_tot_ev=-8800.48734 e_homo_ev=-10.078 smiles="N#C[C@@H]1C[C@@H]1C=O"
O 0.457 2.366 1.096 -0.1001 -0.5537 -0.4857 0.072
C -0.036 1.517 0.396 0.2829 -0.0929 0.1742 -0.231
C 0.494 0.076 0.449 0.2798 -0.2234 0.2807 -0.167
C -0.572 -0.891 0.770 -0.3274 0.0226 0.2628 -0.085
C -0.029 -1.027 -0.620 0.5719 0.4976 0.0787 -0.163
C 0.050 -0.144 -1.744 -0.0917 0.8692 -1.0114 -0.251
N 0.494 0.646 -2.470 -0.9395 -0.7873 -0.0532 0.152
H -0.956 1.740 -0.192 0.2988 -0.3130 0.0526 0.139
H 1.522 0.031 0.779 -0.1490 -0.2693 0.4366 0.147
H -1.575 -0.570 1.017 -0.0308 0.1303 -0.0244 0.116
H -0.177 -1.702 1.375 -0.5039 -0.1541 -0.1353 0.124
H 0.330 -2.042 -0.856 0.7089 0.8741 0.4243 0.146

=====

2.
12
Properties=species:S:1:pos:R:3:forces:R:3:lowdin_charge:R:1 method="wB97M-V/def2-TZVPD" e_tot_ev=-8801.42148 e_homo_ev=-9.047 smiles="N#CC1=COCC1"
C -0.460 -1.745 -1.341 0.0802 -0.5650 1.0627 -0.186
C 0.047 -0.589 -0.623 -1.1615 -1.6443 -0.0228 -0.207
C 0.462 0.525 -1.186 -0.2367 0.1274 -0.7280 -0.178
C 0.279 1.010 1.026 -0.0844 4.3640 -1.2675 -0.068
C -0.255 -0.327 0.886 -3.2837 -1.2430 -2.7132 -0.111
H 0.510 0.811 -2.195 0.3345 -0.3786 -1.4686 0.135
H -0.312 1.867 1.366 -0.8586 -0.6004 -0.2808 0.126
H 1.084 1.146 1.688 1.7875 -0.5001 0.2257 0.103
H -1.429 -0.488 0.974 2.4685 0.5637 0.3187 0.173
H 0.283 -0.983 1.483 0.5885 -1.4792 1.2512 0.091
N -0.897 -2.777 -1.648 0.4218 1.1684 -0.0849 0.130
O 0.686 1.550 -0.429 -0.0561 0.1870 3.7075 -0.010

=====

3.
12
Properties=species:S:1:pos:R:3:forces:R:3:lowdin_charge:R:1 method="wB97M-V/def2-TZVPD" e_tot_ev=-8800.03285 e_homo_ev=-10.173
N 2.823 1.046 -0.263 -0.4091 -0.3586 0.3653 0.168
C 1.997 0.346 0.137 1.3883 0.8029 0.0072 -0.150
C 0.890 -0.550 0.386 0.5227 0.1709 -0.0217 -0.337
O 0.022 -0.258 1.470 -0.0301 -0.1978 0.1096 -0.021
C -1.078 -0.325 0.583 -0.4108 -0.2597 -0.1413 -0.195
C -1.029 0.822 -0.340 -0.0441 0.1536 0.1108 -0.065
C -0.141 -0.351 -0.696 0.1143 0.0557 0.1489 -0.110
H 1.206 -1.597 0.497 0.1274 0.3055 -0.3364 0.166
H -1.916 -0.881 0.993 -0.1642 0.1113 -0.4869 0.149
H -1.956 0.892 -0.910 0.4306 -0.0388 -0.3148 0.119
H -0.630 1.783 -0.017 -0.0158 -0.1306 0.1152 0.121
H 0.256 -0.585 -1.703 -1.5092 -0.6144 0.4441 0.155

=====

4.
12
Properties=species:S:1:pos:R:3:forces:R:3:lowdin_charge:R:1 method="wB97M-V/def2-TZVPD" e_tot_ev=-8797.86766 e_homo_ev=-9.404 smiles="C#CC(=O)[C@H]1CN1"
O 0.038 -0.194 2.163 0.4431 0.0532 -0.3756 0.102
C 0.595 -0.117 1.104 -1.3199 0.0759 -0.0378 -0.374
C 1.994 -0.266 0.694 -0.3957 0.2507 -0.8261 -0.026
C 2.380 -0.052 -0.462 1.5785 -0.5775 1.3779 0.087
C -0.231 0.223 -0.254 1.3298 -0.2944 -0.2621 -0.210
C -1.601 -0.467 -0.412 0.4395 -0.0582 -0.0474 -0.118
N -1.447 0.942 -0.209 0.4618 0.3987 -0.4386 0.008
H 3.134 0.023 -1.207 0.0019 0.1077 -0.4308 0.058
H 0.851 0.306 -1.004 -3.6650 0.2585 0.8636 0.141
H -1.923 -1.131 0.398 0.2492 0.3647 -0.0715 0.107
H -1.997 -0.751 -1.394 0.3947 0.0994 0.2702 0.098
H -1.794 1.484 0.583 0.4822 -0.6787 -0.0216 0.126

=====

5.
12
Properties=species:S:1:pos:R:3:forces:R:3:lowdin_charge:R:1 method="wB97M-V/def2-TZVPD" e_tot_ev=-8801.94021 e_homo_ev=-10.279 smiles="N#C[C@@H]1C[C@@H]1C=O"
O -2.082 -1.245 1.143 1.1503 1.0343 -0.1431 0.056
C -0.941 -0.912 0.874 -1.5950 -0.7933 0.1390 -0.227
C -0.504 0.483 0.504 -0.1878 -0.3532 0.3672 -0.179
C 0.971 0.765 0.453 0.1213 0.0551 0.1852 -0.060
C 0.228 0.563 -0.828 -0.0329 -0.1340 -0.1100 -0.223
C 0.362 -0.696 -1.523 0.0343 -0.7347 -1.1991 -0.205
N 0.392 -1.662 -2.160 0.1014 0.8674 0.7610 0.169
H -0.212 -1.744 0.825 0.4767 0.5037 -0.0453 0.133
H -1.195 1.288 0.749 0.1236 -0.2706 -0.0910 0.151
H 1.653 -0.021 0.767 -0.1489 0.1164 -0.0504 0.121
H 1.292 1.775 0.685 -0.0458 -0.1586 -0.0545 0.114
H 0.036 1.406 -1.489 0.0029 -0.1327 0.2410 0.150

=====

6.
12
Properties=species:S:1:pos:R:3:forces:R:3:lowdin_charge:R:1 method="wB97M-V/def2-TZVPD" e_tot_ev=-8800.65352 e_homo_ev=-10.473 smiles=C#C[C@@H](O)CC#N
O 0.463 0.252 -1.785 -0.1477 -0.3120 -0.1533 -0.018
C -0.046 0.604 -0.517 -0.3362 0.1218 0.1162 -0.376
C -1.419 -0.144 -0.206 0.2906 0.0585 0.0512 -0.093
C -1.069 -1.176 0.759 0.4613 -0.5381 0.5546 -0.250
N -0.498 -1.838 1.512 -0.8017 -0.0232 -0.3447 0.165
C 1.001 0.400 0.500 0.6556 0.5868 0.1253 -0.110
C 2.009 0.433 1.157 -0.4931 -0.0212 -0.2400 0.147
H 0.919 -0.597 -1.700 -0.0501 0.1820 -0.0412 0.108
H -0.207 1.686 -0.552 -0.2698 -0.1827 -0.1292 0.149
H -2.215 0.491 0.203 0.4655 0.0991 -0.0053 0.121
H -1.838 -0.591 -1.115 0.3500 0.1549 0.0571 0.122
H 2.898 0.478 1.744 -0.1245 -0.1260 0.0094 0.037

=====

7.
12
Properties=species:S:1:pos:R:3:forces:R:3:lowdin_charge:R:1 method="wB97M-V/def2-TZVPD" e_tot_ev=-8801.13464 e_homo_ev=-9.202 smiles="C=Cc1ccno1"
C -2.465 -0.381 -0.121 -0.3200 -1.1280 0.3735 0.039
C -1.625 0.612 0.046 1.0061 0.7507 0.4326 -0.117
C -0.189 0.351 0.085 -1.3711 -1.3446 0.0192 -0.311
C 0.859 1.180 -0.028 1.0096 -0.2007 0.4202 -0.008
C 1.983 0.261 -0.048 -1.7162 -1.2785 -0.6125 -0.108
H -1.950 -1.362 -0.079 -1.1532 0.3838 -0.4727 0.083
H -3.552 -0.263 -0.171 0.5381 -0.1830 0.0358 0.072
H -1.854 1.650 0.211 -0.5009 0.2590 -0.3009 0.105
H 0.794 2.275 -0.048 0.2782 -0.7635 -0.0443 0.120
H 3.042 0.432 -0.182 -0.1314 0.0269 0.0981 0.107
N 1.547 -0.998 -0.044 1.0141 0.9140 0.6536 0.052
O 0.164 -0.985 0.122 1.3466 2.5639 -0.6025 -0.034

=====

8.
12
Properties=species:S:1:pos:R:3:forces:R:3:lowdin_charge:R:1 method="wB97M-V/def2-TZVPD" e_tot_ev=-8797.60641 e_homo_ev="-8.662 / -8.419"
O -1.872 0.085 -0.536 -0.0454 0.2263 0.1492 -0.054
C -1.089 -0.806 0.216 0.0884 -0.1712 0.0920 -0.230
C 0.369 -0.356 0.251 0.0470 -0.0350 0.2496 -0.222
C 0.745 0.929 -0.161 -0.1152 0.0443 -0.0080 -0.261
C 1.170 2.114 -0.322 0.0427 -0.1759 -0.1113 0.148
C 1.338 -1.277 0.751 0.3198 -0.2398 0.1161 -0.180
N 2.093 -2.037 1.188 -0.4133 0.3906 -0.2716 0.162
H -1.878 0.934 -0.072 -0.0982 -0.1041 -0.1691 0.104
H -1.459 -0.906 1.250 0.1035 0.0669 -0.1543 0.135
H -1.182 -1.791 -0.253 0.0847 0.1858 0.0588 0.133
H 0.247 0.449 -1.120 0.0818 -0.0809 -0.1860 0.226
H 1.518 2.661 -1.192 -0.0958 -0.1071 0.2345 0.039